Computed, not measured: a 2-piece molecular cluster, C5H16N2O overall at a distorted geometry, with the ωB97M-V functional and the def2-TZVPD basis.

As for the net charge: 0. The lowest unoccupied orbital energy comes out at 0.87 eV. Its energy above the lowest of the compared OMol25 structures with the same formula, charge and spin is 2.539 eV. As for the spin multiplicity: 1. The orbital gap is 0.33497 Eh. For the molar mass, the calculation gives 120.20 g mol⁻¹. The HOMO energy comes out at -0.3031 Ha.

Last column: Mulliken charge in e.
Atoms and positions in Å:
O: 3.3704 -0.5483 -3.9211  -0.6127
N: 0.3869 0.8953 0.7701  -0.3702
N: -1.1859 -1.1567 1.6153  -0.4908
C: -0.2880 -1.5550 0.5174  0.4474
C: -0.7769 1.7545 1.0794  -0.2088
C: -0.9549 -2.3922 -0.6184  -1.4877
C: -0.2436 3.1460 0.8527  -1.3025
C: 0.1775 -0.2015 -0.2214  -0.9202
H: -1.7480 1.6482 0.5451  0.2861
H: 1.0683 -0.4170 -0.8582  0.2663
H: 0.0084 3.3562 -0.1951  0.3134
H: -0.8424 1.6743 2.1456  0.3405
H: 0.5418 0.5140 1.7828  0.2738
H: -0.6182 0.1651 -0.8238  0.3877
H: -1.9043 -2.8935 -0.4517  0.3967
H: -2.0620 -1.1577 1.3512  0.1516
H: 0.7610 3.3860 1.3283  0.3048
H: 0.6649 -2.0380 1.0236  0.3082
H: 3.5286 -1.4430 -3.7112  0.3061
H: 3.8832 0.0007 -3.4107  0.3005
H: -1.1662 -1.7443 -1.4325  0.4079
H: -0.3632 -3.1272 -0.9925  0.3564
H: -1.0065 3.9131 1.1944  0.3572
H: -1.2311 -1.7788 2.4310  0.1883



Computed, not measured: a 2-piece molecular cluster, C6H16N2O overall at a distorted geometry, with the ωB97M-V functional and the def2-TZVPD basis.

As for the net charge: 0. The lowest unoccupied orbital energy comes out at 0.72 eV. Its energy above the lowest of the compared OMol25 structures with the same formula, charge and spin is 0.427 eV. As for the spin multiplicity: 1. The orbital gap is 0.36316 Eh. For the molar mass, the calculation gives 132.21 g mol⁻¹. The HOMO energy comes out at -0.3368 Ha.

Last column: Mulliken charge in e.
Atoms and positions in Å:
O: 1.0186 0.9779 0.4551  -0.6524
N: -3.2293 -0.3418 0.3928  -0.4351
N: -1.6722 1.3838 0.1088  -0.6966
C: 1.8425 0.7649 -1.7943  -1.5867
C: 0.3512 -1.0427 -0.8235  -1.4500
C: -1.5816 0.0888 2.1213  -1.1535
C: -2.1808 0.4334 0.7928  0.8250
C: 1.4711 0.0542 -0.4872  1.5695
C: 2.6893 -0.6524 0.1100  -1.6811
H: 0.0531 -1.5836 0.0727  0.2970
H: -2.0749 0.6765 2.8967  0.3395
H: 0.0736 1.3011 0.2220  0.3769
H: 2.6095 1.5131 -1.5964  0.3698
H: -1.7140 -0.9686 2.3422  0.3650
H: -3.7679 -0.0669 -0.4135  0.1987
H: -3.6420 -0.9937 1.0303  0.1804
H: 3.1172 -1.3452 -0.6046  0.3549
H: 3.4389 0.0798 0.3829  0.4104
H: 0.9699 1.2730 -2.2013  0.3732
H: 2.4034 -1.1926 1.0074  0.3927
H: -0.5087 -0.5778 -1.3037  0.3333
H: 2.2174 0.0579 -2.5333  0.3669
H: -0.5225 0.3342 2.1107  0.2709
H: 0.7867 -1.7564 -1.5203  0.4659
H: -2.1487 1.5829 -0.7675  0.1653



Computed, not measured: an isolated ion of composition C7H10N3S and charge +1 at a distorted geometry, with the ωB97M-V functional and the def2-TZVPD basis.

As for the net charge: +1. The lowest unoccupied orbital energy (spin up / spin down) comes out at -5.56 / -5.35 eV. Its energy above the lowest of the compared OMol25 structures with the same formula, charge and spin is 5.774 eV. As for the spin multiplicity: 1. The orbital gap (spin up / spin down) is 0.24867 / 0.26469 Eh. For the molar mass, the calculation gives 168.25 g mol⁻¹. The HOMO energy (spin up / spin down) comes out at -0.4528 / -0.4615 Ha.

Last column: Mulliken charge in e.
Atoms and positions in Å:
S: 4.8503 -0.1493 -0.3631  -0.2124
N: 2.6512 1.2358 -0.1863  0.1269
N: 1.3223 1.4513 -0.2017  -0.5258
N: -0.9941 -0.3445 -0.0218  0.1612
C: 2.5615 -1.0988 0.6813  -0.4665
C: 3.2823 0.0849 0.1438  0.1639
C: 1.2137 -1.3852 0.4760  -0.0445
C: -0.6787 0.7544 0.9931  -0.5357
C: -1.9758 -0.1286 -1.1439  -0.7403
C: 0.3545 -0.7750 -0.5210  -0.4891
C: 0.4297 1.5036 0.8718  -0.1208
H: 2.9571 -1.7552 1.4573  0.3820
H: 0.6732 2.1852 1.5856  0.4977
H: -1.5577 -0.4047 -2.1832  0.3058
H: -1.5304 1.1450 1.5079  0.4887
H: -2.3276 0.9268 -1.2323  0.3201
H: -1.3007 -1.1578 0.5397  0.4186
H: 0.4287 -0.7087 -1.6119  0.3657
H: 0.7101 -2.2303 1.0497  0.2837
H: 3.3016 1.6726 -0.8083  0.2709
H: -2.8910 -0.6770 -0.8323  0.3499



Computed, not measured: C26H46CrIN2O3 as an isolated structure at a distorted geometry, with the ωB97M-V functional and the def2-TZVPD basis.

As for the net charge: +1. The lowest unoccupied orbital energy (spin up / spin down) comes out at -3.20 / -2.17 eV. Its energy above the lowest of the compared OMol25 structures with the same formula, charge and spin is 1.440 eV. As for the spin multiplicity: 5. The orbital gap (spin up / spin down) is 0.24142 / 0.29798 Eh. For the molar mass, the calculation gives 613.57 g mol⁻¹. The HOMO energy (spin up / spin down) comes out at -0.3590 / -0.3776 Ha.

Last column: Mulliken charge in e.
Atoms and positions in Å:
I: 5.4664 8.8211 7.4291  0.1563
Cr: 12.4165 8.4493 8.0734  1.1734
O: 14.7299 8.1109 6.9064  0.0341
O: 12.2195 7.2861 6.0754  -0.0894
O: 11.9840 10.1495 5.9737  -0.1929
N: 9.6269 8.0420 8.2541  0.1285
N: 9.3000 6.9198 7.5557  -0.0635
C: 15.8037 9.0037 6.9050  -0.6313
C: 12.0021 5.3449 9.7067  -1.2991
C: 10.1349 10.5113 11.0976  -1.8372
C: 11.9521 11.5207 5.6371  -0.9573
C: 12.4847 6.1922 12.0056  -1.3722
C: 14.4005 5.6512 10.6249  -1.7682
C: 14.9516 10.7969 10.7399  1.7288
C: 11.4819 11.0673 10.6743  2.6435
C: 14.1940 8.4614 10.0417  -1.2025
C: 7.3910 8.0987 7.6507  -0.8727
C: 7.9926 6.8958 7.1502  -0.1417
C: 11.9404 8.5656 10.2199  -0.9079
C: 12.4394 9.9081 10.3734  0.2191
C: 14.8429 12.1259 9.9763  -1.7598
C: 12.9855 6.2209 10.5319  2.1968
C: 14.9754 11.0092 12.2836  -1.3680
C: 11.6324 7.9760 4.9663  -0.5416
C: 10.9935 9.3092 5.3822  -0.6664
C: 11.9240 11.9305 11.8456  -1.9706
C: 11.2530 11.9236 9.4070  -1.3807
C: 16.3381 10.1399 10.4630  -1.8333
C: 13.3512 6.5430 5.6605  -0.7727
C: 14.6160 7.4179 5.6469  -0.7133
C: 8.4875 8.7665 8.3077  -0.2616
C: 13.0527 7.6436 10.0934  -0.8749
C: 13.8693 9.8356 10.3266  1.0799
H: 15.4693 6.7179 5.5542  0.4980
H: 12.0363 11.2949 12.7728  0.3550
H: 14.3198 11.8192 12.6509  0.2942
H: 15.2095 8.1140 9.9903  0.6439
H: 11.4089 6.5144 12.1137  0.2531
H: 10.4501 12.6885 9.5603  0.4476
H: 17.1651 10.7919 10.7755  0.5009
H: 9.6756 9.8620 10.3427  -0.1475
H: 11.1689 12.7035 12.1029  0.4864
H: 10.9661 5.7671 9.7327  0.1865
H: 14.3515 4.6431 11.0955  0.4268
H: 13.8574 12.5800 9.9261  0.1422
H: 13.1095 6.8582 12.6297  0.3216
H: 9.9932 6.2191 7.3305  0.1253
H: 12.1279 12.4935 9.0504  0.1602
H: 8.4420 9.7281 8.8161  0.5618
H: 12.2060 11.6949 4.5790  0.3053
H: 14.9299 5.5554 9.6637  0.2702
H: 13.5070 5.7302 6.3991  0.3679
H: 12.6911 12.0319 6.2788  0.2175
H: 10.8765 7.2904 4.5350  0.2729
H: 10.9415 8.2708 10.5313  0.9642
H: 10.5365 9.7961 4.4927  0.5638
H: 15.8414 9.3859 7.9441  -0.3622
H: 16.4213 9.2028 11.0480  0.3659
H: 12.5737 5.1656 12.4700  0.4032
H: 10.9587 11.9455 5.8205  0.4111
H: 10.2224 9.0954 6.1343  0.0226
H: 12.8837 12.4172 11.7179  0.2317
H: 7.6034 6.0802 6.5032  0.4107
H: 12.2346 5.3083 8.6299  -0.0552
H: 15.6288 9.8329 6.2166  0.3878
H: 14.6574 8.1558 4.8254  0.3482
H: 10.2170 9.9011 12.0360  0.3447
H: 15.0246 6.3051 11.2509  0.3852
H: 15.5056 12.8921 10.4300  0.4264
H: 14.7253 10.0664 12.8513  0.2099
H: 10.9861 11.3257 8.5242  -0.0085
H: 11.9782 4.3371 10.1311  0.5086
H: 16.0076 11.3023 12.5641  0.4523
H: 16.5238 9.9316 9.4150  0.4378
H: 13.2177 6.1191 4.6612  0.3946
H: 15.2110 11.9719 8.9536  0.2772
H: 12.4245 8.1569 4.2404  0.4995
H: 16.7757 8.5068 6.7018  0.3398
H: 9.4045 11.3026 11.3412  0.4690